Entry 1:
Here is the molecule CHCl3F2Si in a non-equilibrium geometry from OMol25. Energies are from ωB97M-V with the def2-TZVPD basis set.

```
8
Properties=species:S:1:pos:R:3:nbo_charge:R:1
C 0.4716 0.4734 -0.6166 -0.74
F -1.6507 0.2483 1.3933 -0.64
F 0.7681 -0.4427 1.8964 -0.64
Si -0.3776 -0.4985 0.7814 2.00
Cl 2.2001 0.0937 -0.8656 0.01
Cl -0.5049 -0.3445 -2.2067 0.18
Cl 0.0712 2.1768 -0.6526 0.07
H -0.9779 -1.7064 0.2703 -0.23
```

Properties
* ⟨S²⟩: 2.007
* 2S+1: 3
* HOMO (alpha / beta): -0.259 / -0.399 hartree

***

Entry 2:
Here is a 2-piece molecular cluster, CHCl3N2 overall in a non-equilibrium geometry from OMol25. Energies are from ωB97M-V with the def2-TZVPD basis set.

```
7
Properties=species:S:1:pos:R:3:nbo_charge:R:1
Cl -1.8320 -0.2218 0.9343 0.11
N -0.3681 -0.8946 1.4503 -0.61
Cl 0.3064 -2.0020 0.2324 0.12
H 0.2518 0.0386 1.4650 0.39
N 1.5073 0.2233 -1.0511 -0.31
C 0.6947 0.9871 -1.3164 0.12
Cl -0.5601 1.8693 -1.7144 0.18
```

Properties
* SMILES: ClNCl.N#CCl
* HOMO: -0.362 hartree

***

Entry 3:
Here is an isolated ion of composition CHCl3O2P and charge -1 in a non-equilibrium geometry from OMol25. Energies are from ωB97M-V with the def2-TZVPD basis set.

```
8
Properties=species:S:1:pos:R:3:nbo_charge:R:1
C -0.9759 0.2446 -0.1271 -0.66
O 0.9077 -1.8431 0.2249 -0.88
O 1.5060 0.7620 0.1575 -0.98
P 0.5081 -0.3766 0.8219 1.55
Cl -1.5620 1.7079 0.4635 -0.02
Cl -2.2201 -1.0453 0.2019 -0.45
Cl -0.5258 0.1984 -1.7934 -0.05
H 2.3619 0.3522 0.0509 0.49
```

Properties
* ⟨S²⟩: 2.012
* net charge: -1
* 2S+1: 3
* HOMO (alpha / beta): 0.013 / -0.227 hartree

***

Entry 4:
Here is a 2-piece molecular cluster, CHCl3O2S overall in a non-equilibrium geometry from OMol25. Energies are from ωB97M-V with the def2-TZVPD basis set.

```
8
Properties=species:S:1:pos:R:3:nbo_charge:R:1
C 1.5380 -0.3696 0.0505 0.10
O -2.7624 1.7359 -0.3487 -0.78
O 0.5844 -0.8721 -0.4965 -0.31
S -2.6406 0.5001 -1.0533 1.01
Cl 1.0372 1.2760 0.9734 -0.09
Cl 2.3327 -1.3871 1.3128 -0.05
Cl -2.4872 -1.0980 0.1513 -0.21
H 2.3980 0.2148 -0.5895 0.33
```

Properties
* HOMO (alpha / beta): -0.415 / -0.332 hartree

***

Entry 5:
Here is a 2-piece molecular cluster, CHCl4P overall in a non-equilibrium geometry from OMol25. Energies are from ωB97M-V with the def2-TZVPD basis set.

```
7
Properties=species:S:1:pos:R:3:nbo_charge:R:1
C -1.1290 0.6323 0.3333 -0.24
P 2.0787 -0.2239 -0.2635 0.35
Cl -1.7102 -0.7465 -0.5185 0.06
Cl -0.6638 0.3591 1.9769 0.06
Cl -1.7921 2.1187 -0.0711 0.10
Cl 1.6699 -2.0645 0.0204 -0.24
H 1.5466 -0.0751 -1.4774 -0.09
```

Properties
* HOMO (alpha / beta): -0.317 / -0.303 hartree

***

Entry 6:
Here is a 2-piece molecular cluster, CHClF2OS2 overall in a non-equilibrium geometry from OMol25. Energies are from ωB97M-V with the def2-TZVPD basis set.

```
8
Properties=species:S:1:pos:R:3:nbo_charge:R:1
C 0.6929 -0.4708 0.4203 0.41
O -0.4443 0.4940 -1.8502 -0.84
F 0.2696 -0.7352 1.6448 -0.29
F 0.8082 -1.5306 -0.3913 -0.32
S -0.7165 2.3570 0.4583 -0.24
S -0.5642 0.6704 -0.4311 1.40
Cl -2.0922 -0.8685 0.0440 -0.28
H 2.0466 0.0836 0.1052 0.17
```

Properties
* HOMO: -0.392 hartree